[1]
{"formula": "C16H22N2O5", "method": "ωB97M-V/def2-TZVPD", "elements": ["O", "C", "C", "C", "C", "C", "C", "C", "C", "C", "C", "O", "O", "H", "H", "H", "H", "H", "H", "H", "H", "H", "H", "C", "N", "C", "O", "C", "C", "N", "C", "C", "O", "H", "H", "H", "H", "H", "H", "H", "H", "H", "H", "H", "H"], "positions_angstrom": [[-0.56, -4.02, 6.12], [-1.50, -3.71, 5.38], [-1.29, -3.35, 3.92], [0.20, -3.32, 3.50], [0.35, -2.82, 2.08], [0.63, -3.71, 1.04], [0.79, -3.24, -0.27], [0.66, -1.88, -0.55], [0.37, -0.99, 0.49], [0.22, -1.45, 1.80], [-2.11, -4.39, 3.18], [-3.29, -4.16, 3.02], [-1.53, -5.55, 2.80], [-2.50, -3.69, 5.79], [-1.73, -2.37, 3.74], [0.64, -4.31, 3.60], [0.75, -2.65, 4.17], [0.74, -4.77, 1.24], [1.01, -3.94, -1.08], [0.78, -1.52, -1.57], [0.27, 0.07, 0.29], [0.01, -0.75, 2.59], [-2.23, -6.06, 2.37], [-2.62, 2.52, -2.81], [-2.07, 3.28, -1.69], [-0.79, 3.57, -1.45], [-0.50, 4.25, -0.47], [0.32, 3.06, -2.40], [0.72, 1.61, -2.10], [1.52, 3.90, -2.28], [2.40, 4.10, -3.26], [3.55, 5.03, -2.94], [2.31, 3.59, -4.37], [-2.32, 2.98, -3.76], [-2.27, 1.49, -2.79], [-3.71, 2.52, -2.76], [-2.72, 3.65, -1.01], [-0.05, 3.12, -3.42], [-0.16, 0.96, -2.12], [1.19, 1.55, -1.12], [1.43, 1.27, -2.85], [1.64, 4.38, -1.41], [3.16, 6.02, -2.72], [4.09, 4.64, -2.09], [4.21, 5.08, -3.81]], "orbital_gap_ha": 0.3621, "relative_energy_kj_mol": 97.01, "fmax_ev_per_a": 2.8, "e_homo_ev": -9.4, "total_charge": 0, "energy_ev": -30167.6584, "smiles": "O=C[C@@H](Cc1ccccc1)C(=O)O.CNC(=O)[C@H](C)NC(C)=O"}

[2]
{"formula": "C16H22N2O5S", "method": "ωB97M-V/def2-TZVPD", "elements": ["C", "C", "O", "O", "C", "C", "C", "C", "C", "C", "C", "C", "C", "C", "O", "C", "N", "S", "N", "C", "C", "O", "H", "H", "H", "H", "H", "H", "H", "H", "H", "H", "H", "H", "H", "H", "H", "H", "H", "H", "C", "O", "H", "H", "H", "H"], "positions_angstrom": [[4.98, 0.06, 1.21], [4.50, -0.35, -0.20], [4.12, -1.46, -0.45], [4.58, 0.64, -1.14], [3.32, 0.86, -1.82], [2.59, 2.03, -1.13], [1.68, 1.58, 0.07], [0.23, 2.00, -0.26], [-0.81, 1.65, 0.85], [-2.07, 1.13, 0.16], [-2.22, -0.31, 0.06], [-3.29, -0.85, -0.58], [-3.38, -2.36, -0.69], [-4.32, -3.02, 0.35], [-4.53, -4.20, 0.34], [-4.26, 0.05, -1.09], [-5.40, -0.29, -1.70], [-6.17, 1.08, -2.08], [-5.13, 2.22, -1.52], [-4.14, 1.50, -1.00], [-2.96, 2.01, -0.35], [-2.71, 3.36, -0.24], [5.73, -0.70, 1.49], [4.12, 0.07, 1.89], [5.45, 1.05, 1.21], [2.69, -0.04, -1.88], [3.56, 1.15, -2.85], [1.94, 2.48, -1.90], [3.29, 2.83, -0.84], [2.05, 2.01, 1.01], [1.80, 0.48, 0.18], [0.26, 3.08, -0.48], [-0.07, 1.45, -1.16], [-0.44, 0.92, 1.59], [-1.09, 2.57, 1.39], [-1.46, -0.96, 0.49], [-2.37, -2.77, -0.46], [-3.60, -2.73, -1.71], [-4.78, -2.36, 1.13], [-3.33, 3.76, 0.39], [1.61, -3.42, 1.89], [2.59, -2.69, 2.61], [0.69, -3.45, 2.47], [1.41, -2.93, 0.93], [1.96, -4.44, 1.72], [3.39, -2.67, 2.06]], "orbital_gap_ha": 0.3001, "relative_energy_kj_mol": 250.61, "fmax_ev_per_a": 1.7, "e_homo_ev": -8.9, "total_charge": 0, "energy_ev": -41000.5330}

[3]
{"formula": "C16H22N2Sc", "method": "ωB97M-V/def2-TZVPD", "elements": ["C", "C", "C", "C", "C", "Sc", "N", "C", "C", "H", "H", "H", "H", "H", "H", "H", "H", "H", "H", "C", "N", "C", "C", "C", "C", "C", "C", "C", "C", "H", "H", "H", "H", "H", "H", "H", "H", "H", "H", "H", "H"], "positions_angstrom": [[3.66, 0.49, -1.97], [3.10, -0.70, -2.56], [2.83, -1.64, -1.51], [3.25, -1.05, -0.28], [3.74, 0.27, -0.55], [1.43, 0.39, -1.15], [1.12, 2.31, -0.94], [0.32, 2.11, -2.25], [0.23, 0.78, -2.92], [2.47, -2.66, -1.64], [2.94, -0.87, -3.63], [3.21, -1.53, 0.70], [4.17, 0.96, 0.17], [4.01, 1.37, -2.50], [0.78, 0.77, -3.87], [-0.72, 2.48, -2.06], [0.98, 3.24, -0.55], [-0.79, 0.43, -3.04], [0.75, 2.84, -2.97], [-3.49, -2.07, 0.68], [-3.11, -0.72, 0.38], [-3.98, 0.34, 0.77], [-1.72, -0.43, 0.07], [-0.79, -0.29, 1.27], [-1.28, -0.41, 2.59], [-0.41, -0.23, 3.68], [0.93, 0.08, 3.45], [1.40, 0.20, 2.12], [0.55, -0.01, 1.06], [-4.58, -2.16, 0.58], [-3.21, -2.36, 1.71], [-2.98, -2.75, -0.01], [-3.86, 0.63, 1.83], [-3.77, 1.23, 0.15], [-5.02, 0.01, 0.62], [-1.37, -1.25, -0.59], [-1.71, 0.50, -0.53], [-2.33, -0.64, 2.76], [-0.80, -0.34, 4.69], [1.62, 0.23, 4.28], [2.45, 0.46, 1.97]], "orbital_gap_ha": 0.2484, "fmax_ev_per_a": 3.9, "e_homo_ev": -3.7, "total_charge": -1, "energy_ev": -40628.9958}

[4]
{"formula": "C16H22N4O2S", "method": "ωB97M-V/def2-TZVPD", "elements": ["C", "C", "C", "C", "C", "N", "C", "O", "N", "C", "C", "C", "C", "N", "C", "O", "C", "C", "C", "C", "C", "N", "S", "H", "H", "H", "H", "H", "H", "H", "H", "H", "H", "H", "H", "H", "H", "H", "H", "H", "H", "H", "H", "H", "H"], "positions_angstrom": [[0.25, -3.41, -2.11], [-0.13, -2.96, -0.73], [1.08, -2.67, 0.13], [1.89, -3.89, 0.43], [1.92, -1.68, -0.54], [2.56, -0.90, -1.04], [0.56, -2.12, 1.44], [0.21, -2.88, 2.29], [0.54, -0.77, 1.51], [0.07, -0.08, 2.67], [0.98, 1.05, 3.02], [0.73, 2.32, 2.90], [-0.52, 2.94, 2.42], [-0.34, 4.00, 1.44], [0.24, 3.94, 0.17], [0.50, 4.92, -0.50], [0.51, 2.57, -0.37], [-0.68, 2.00, -0.98], [-0.79, 1.50, -2.21], [-2.13, 1.03, -2.44], [-2.62, 0.47, -3.72], [-2.96, 1.16, -1.41], [-2.16, 1.83, -0.18], [-0.66, -3.62, -2.67], [0.81, -2.64, -2.64], [0.85, -4.32, -2.10], [-0.77, -2.07, -0.78], [-0.70, -3.73, -0.21], [2.67, -3.67, 1.15], [1.24, -4.65, 0.84], [2.35, -4.25, -0.49], [0.80, -0.22, 0.70], [-0.97, 0.25, 2.55], [0.08, -0.82, 3.45], [1.93, 0.75, 3.45], [1.49, 3.02, 3.24], [-1.24, 2.19, 2.08], [-0.99, 3.45, 3.27], [-0.51, 4.94, 1.73], [1.30, 2.68, -1.10], [0.90, 1.91, 0.44], [0.01, 1.46, -2.93], [-1.81, 0.35, -4.44], [-3.08, -0.50, -3.55], [-3.37, 1.13, -4.16]], "orbital_gap_ha": 0.3648, "relative_energy_kj_mol": 153.16, "fmax_ev_per_a": 2.4, "e_homo_ev": -9.3, "total_charge": 0, "energy_ev": -37839.7066}

[5]
{"formula": "C16H22N6OS2", "method": "ωB97M-V/def2-TZVPD", "elements": ["C", "C", "C", "C", "N", "C", "O", "C", "S", "C", "N", "N", "C", "C", "S", "C", "N", "C", "C", "C", "N", "N", "C", "C", "C", "H", "H", "H", "H", "H", "H", "H", "H", "H", "H", "H", "H", "H", "H", "H", "H", "H", "H", "H", "H", "H", "H"], "positions_angstrom": [[0.30, 3.10, 0.48], [-1.11, 2.55, 0.31], [-1.60, 1.89, 1.60], [-3.00, 1.31, 1.40], [-2.99, 0.34, 0.32], [-3.17, -0.96, 0.61], [-3.50, -1.36, 1.71], [-3.10, -1.98, -0.52], [-1.50, -2.23, -1.36], [-0.37, -2.00, -0.06], [-0.49, -1.18, 0.95], [0.64, -1.24, 1.66], [1.45, -2.09, 1.08], [2.83, -2.39, 1.51], [3.81, -0.85, 1.71], [3.40, 0.00, 0.25], [3.80, 1.27, 0.19], [3.45, 1.95, -0.88], [2.68, 1.40, -1.90], [2.35, 0.06, -1.75], [2.72, -0.64, -0.69], [0.84, -2.63, -0.02], [1.39, -3.55, -0.97], [-2.56, 0.91, -0.94], [-1.16, 1.51, -0.82], [0.32, 3.85, 1.26], [0.66, 3.54, -0.45], [0.98, 2.30, 0.76], [-1.78, 3.38, 0.05], [-1.62, 2.62, 2.41], [-0.92, 1.08, 1.87], [-3.33, 0.79, 2.30], [-3.71, 2.10, 1.15], [-3.39, -2.94, -0.10], [-3.80, -1.72, -1.32], [3.33, -3.03, 0.78], [2.85, -2.84, 2.50], [3.79, 2.98, -0.90], [2.38, 1.97, -2.76], [1.78, -0.47, -2.49], [0.62, -3.79, -1.70], [2.24, -3.10, -1.48], [1.70, -4.47, -0.47], [-2.58, 0.16, -1.73], [-3.28, 1.70, -1.20], [-0.89, 1.97, -1.77], [-0.45, 0.72, -0.60]], "orbital_gap_ha": 0.3266, "relative_energy_kj_mol": 23.63, "fmax_ev_per_a": 1.3, "e_homo_ev": -8.5, "total_charge": 0, "energy_ev": -49608.0231, "smiles": "CC1CCN(C(=O)CSc2nnc(CSc3ncccn3)n2C)CC1"}

Copy entry 5 word for word.
{"formula": "C16H22N6OS2", "method": "ωB97M-V/def2-TZVPD", "elements": ["C", "C", "C", "C", "N", "C", "O", "C", "S", "C", "N", "N", "C", "C", "S", "C", "N", "C", "C", "C", "N", "N", "C", "C", "C", "H", "H", "H", "H", "H", "H", "H", "H", "H", "H", "H", "H", "H", "H", "H", "H", "H", "H", "H", "H", "H", "H"], "positions_angstrom": [[0.30, 3.10, 0.48], [-1.11, 2.55, 0.31], [-1.60, 1.89, 1.60], [-3.00, 1.31, 1.40], [-2.99, 0.34, 0.32], [-3.17, -0.96, 0.61], [-3.50, -1.36, 1.71], [-3.10, -1.98, -0.52], [-1.50, -2.23, -1.36], [-0.37, -2.00, -0.06], [-0.49, -1.18, 0.95], [0.64, -1.24, 1.66], [1.45, -2.09, 1.08], [2.83, -2.39, 1.51], [3.81, -0.85, 1.71], [3.40, 0.00, 0.25], [3.80, 1.27, 0.19], [3.45, 1.95, -0.88], [2.68, 1.40, -1.90], [2.35, 0.06, -1.75], [2.72, -0.64, -0.69], [0.84, -2.63, -0.02], [1.39, -3.55, -0.97], [-2.56, 0.91, -0.94], [-1.16, 1.51, -0.82], [0.32, 3.85, 1.26], [0.66, 3.54, -0.45], [0.98, 2.30, 0.76], [-1.78, 3.38, 0.05], [-1.62, 2.62, 2.41], [-0.92, 1.08, 1.87], [-3.33, 0.79, 2.30], [-3.71, 2.10, 1.15], [-3.39, -2.94, -0.10], [-3.80, -1.72, -1.32], [3.33, -3.03, 0.78], [2.85, -2.84, 2.50], [3.79, 2.98, -0.90], [2.38, 1.97, -2.76], [1.78, -0.47, -2.49], [0.62, -3.79, -1.70], [2.24, -3.10, -1.48], [1.70, -4.47, -0.47], [-2.58, 0.16, -1.73], [-3.28, 1.70, -1.20], [-0.89, 1.97, -1.77], [-0.45, 0.72, -0.60]], "orbital_gap_ha": 0.3266, "relative_energy_kj_mol": 23.63, "fmax_ev_per_a": 1.3, "e_homo_ev": -8.5, "total_charge": 0, "energy_ev": -49608.0231, "smiles": "CC1CCN(C(=O)CSc2nnc(CSc3ncccn3)n2C)CC1"}